[1]
Below is a 2-piece molecular cluster, H4O3SSi overall at a distorted geometry, with properties calculated with the ωB97M-V functional and the def2-TZVPD basis.

Properties
ΔE to the lowest compared entry with this formula, charge and spin: 40.3 kcal per mole
electronic energy: -24923.150 eV
charge: 0
Kohn-Sham gap: 9.07 eV
structure (SMILES): O[Si](O)=S.O

XYZ file:
```
9
H4O3SSi the ωB97M-V functional and the def2-TZVPD basis
H -2.932 -0.674 0.731
H -2.331 -0.729 -0.567
O 2.503 -1.245 0.493
H 3.401 -1.196 0.612
Si 1.976 0.233 0.060
H -0.283 -0.466 0.018
O -2.090 -0.955 0.334
S 3.280 1.690 -0.306
O 0.426 0.117 -0.223
```


[2]
Below is LiN3O13SSr4 as an isolated structure at a distorted geometry, with properties calculated with the ωB97M-V functional and the def2-TZVPD basis.

Properties
electronic energy: -45408.331 eV
charge: +4
Kohn-Sham gap: 1.70 eV

XYZ file:
```
22
LiN3O13SSr4 the ωB97M-V functional and the def2-TZVPD basis
O -10.966 3.313 24.023
S -8.607 -1.630 22.802
O -1.665 -2.070 20.403
O -12.503 -6.434 26.908
Sr -6.238 -3.502 27.599
Sr -12.852 0.154 19.522
N -2.666 -1.317 20.830
O -11.377 4.972 22.807
Li -11.151 -1.664 25.365
O -11.672 -5.381 25.263
O -7.680 -0.597 22.427
O -3.434 -1.158 19.861
O -10.017 3.593 22.332
Sr -8.787 -6.618 21.784
N -10.765 4.005 23.091
N -11.942 -6.343 25.877
O -8.465 -2.768 21.970
O -2.637 -0.635 21.806
O -9.997 -1.171 22.702
O -8.516 -1.898 24.246
O -11.424 -7.389 25.474
Sr -5.845 3.286 21.527
```


[3]
Below is C22H42Cl3MgN2O3SSi as an isolated structure at a distorted geometry, with properties calculated with the ωB97M-V functional and the def2-TZVPD basis.

Properties
ΔE to the lowest compared entry with this formula, charge and spin: 20.7 kcal per mole
electronic energy: -94352.119 eV
charge: -1
Kohn-Sham gap: 7.03 eV

XYZ file:
```
75
C22H42Cl3MgN2O3SSi the ωB97M-V functional and the def2-TZVPD basis
H -1.113 -1.426 4.563
H -1.318 4.568 -2.553
O 0.112 -0.128 -2.038
H -1.162 4.147 2.206
C 2.168 2.839 -2.436
C 0.986 -0.090 3.882
H -3.975 0.326 -4.256
C -1.425 -5.485 -0.109
Mg -0.026 -0.740 -0.157
C -0.248 2.698 -2.404
H 0.240 0.040 4.669
C 0.972 -6.503 -1.681
H 3.113 2.309 -2.376
C 1.184 0.205 -4.096
C 1.106 0.569 -2.617
C 0.836 4.841 -2.626
H 0.971 -1.886 -3.869
H -3.210 1.501 -1.026
H -0.363 1.159 -6.846
H -3.282 -1.759 -3.454
H -1.130 2.054 -2.286
H 1.177 -5.318 1.769
H 0.252 -6.770 -2.473
H 2.665 -1.337 -3.926
C 1.003 2.086 -2.447
C -0.725 -2.190 3.891
H 1.931 -6.280 -2.170
H 1.515 -3.689 1.137
Cl 0.438 -3.281 -1.771
H -1.401 -2.358 3.042
C 0.697 1.051 -5.013
H -1.873 -6.183 -0.832
O -2.199 -0.157 -0.303
C 1.662 -1.182 -4.369
H 1.693 -1.422 -5.441
C -0.336 4.088 -2.535
H -1.687 2.646 1.358
N 0.288 3.265 0.998
S 0.840 -1.725 3.206
N -2.896 0.050 -2.472
H -4.000 1.723 -3.133
Si 0.339 -5.081 -0.597
C -3.380 0.910 -3.541
C -1.114 3.573 1.274
H -1.455 -5.980 0.875
H 0.321 2.028 -4.711
C 0.607 0.792 -6.475
H 2.228 4.029 0.727
H -2.058 -4.589 -0.051
H 0.776 5.934 -2.687
H 1.998 0.000 4.303
C 1.212 4.385 0.953
H 0.893 5.105 0.184
H -0.564 -3.131 4.435
H -1.580 -1.250 -3.448
C 2.083 4.226 -2.529
C -2.768 0.482 -1.201
H -2.308 -1.866 -1.945
H 2.995 4.815 -2.537
H 2.039 0.259 -2.119
Cl -1.145 -2.536 0.871
H 2.495 -5.077 0.613
H 1.705 1.834 0.448
C -2.497 -1.294 -2.852
C 0.652 2.009 0.731
H 1.379 1.334 -7.039
Cl 2.374 -0.726 0.040
H 0.672 -0.275 -6.705
H 0.838 0.635 3.072
H -2.544 1.361 -4.104
O -0.158 1.054 0.814
H 1.101 -7.387 -1.054
C 1.472 -4.758 0.869
H 1.204 4.897 1.927
H -1.521 4.205 0.470
```


[4]
Below is H30K2O19P as an isolated structure at a distorted geometry, with properties calculated with the ωB97M-V functional and the def2-TZVPD basis.

Properties
ΔE to the lowest compared entry with this formula, charge and spin: 48.1 kcal per mole
electronic energy: -81337.580 eV
charge: -1
Kohn-Sham gap: 4.75 eV

XYZ file:
```
52
H30K2O19P the ωB97M-V functional and the def2-TZVPD basis
O -3.621 0.421 -0.689
H 2.254 -1.911 0.664
H 2.197 -0.072 4.790
H 2.462 -0.731 -1.535
H -2.932 -0.488 -4.315
O -0.099 0.816 2.792
H -3.432 1.767 2.396
H 1.552 3.477 3.648
H -2.429 -2.312 0.741
O -0.660 2.918 0.885
O -1.296 2.545 -1.728
O -1.837 -2.373 -3.324
O 2.651 0.403 4.094
O 2.295 -2.825 -0.923
H 1.938 -2.930 -4.662
K 0.458 1.608 -4.226
O -1.444 -0.056 -2.119
H 2.889 -2.500 -1.600
H 3.661 2.149 0.115
O 1.737 -3.337 -3.820
O 0.633 3.209 3.656
H -1.409 -1.945 -0.316
H -1.428 2.819 -0.820
H -3.657 0.271 2.324
H 1.185 -2.698 -3.370
H 0.324 -2.536 2.512
H -3.752 -0.321 -0.099
H 0.268 3.629 4.435
H -1.473 1.604 -1.722
O 2.482 -0.419 -2.439
H -0.212 3.711 0.590
H 1.426 -2.548 -1.212
H -2.792 0.235 -1.128
H -0.414 2.831 1.806
H 0.333 -2.904 3.980
O -1.928 -1.573 0.397
O 2.755 2.262 -0.174
H 0.063 1.606 3.309
O 0.327 -1.054 -3.743
H -2.445 0.416 -3.203
H 3.011 -1.327 1.838
H 1.605 -0.603 -2.776
H -1.046 0.684 2.847
H 2.758 3.092 -0.652
O -0.001 -2.072 -1.493
P -0.782 -1.399 -2.677
O 2.234 -1.191 1.295
O -2.993 0.410 -3.988
K 0.126 0.392 0.042
H 1.953 0.695 3.508
O -3.244 0.950 2.858
O -0.252 -2.799 3.230
```


[5]
Below is C26H28N4O2 in the gas phase, with properties calculated with the ωB97M-V functional and the def2-TZVPD basis.

Properties
ΔE to the lowest compared entry with this formula, charge and spin: 27.5 kcal per mole
electronic energy: -37472.670 eV
charge: 0
Kohn-Sham gap: 8.74 eV
structure (SMILES): COc1ccc([C@@H]2CC(=O)c3cnc(N4CCN(Cc5ccccc5)CC4)nc3C2)cc1

XYZ file:
```
60
C26H28N4O2 the ωB97M-V functional and the def2-TZVPD basis
H -2.529 -4.369 -0.180
H 4.508 0.262 -1.095
C 1.789 1.217 1.923
H 3.907 -2.129 -1.508
C -2.547 0.826 -1.091
C 3.243 -0.800 1.637
C -2.946 -3.433 -0.567
H -3.913 -3.633 -1.027
C 3.886 -1.703 0.596
C -4.101 -0.148 0.647
C -0.843 -2.602 -1.309
C 1.269 -1.877 -2.207
C 1.863 -1.934 -0.947
N 1.080 2.215 1.453
H -0.672 3.555 1.388
H -2.656 3.713 -0.882
H 1.062 3.207 -2.328
C 1.117 2.413 0.125
N 0.338 3.386 -0.394
C 3.461 -0.043 -1.189
O -2.142 -2.901 -1.592
H -3.077 -2.723 0.255
C -2.816 0.188 0.245
H 3.140 0.158 -2.210
H -4.938 0.056 -0.007
H -2.113 0.073 -1.757
C 0.115 3.382 -1.822
H -0.389 1.391 -2.550
H -2.705 2.715 0.590
H -0.828 -2.998 0.806
C -0.059 -2.194 -2.389
C -0.836 3.803 0.340
N -1.578 1.889 -0.943
C -2.064 3.050 -0.226
H -0.957 4.884 0.234
C -0.905 2.274 -2.165
C 1.075 -2.341 0.118
H 1.859 -1.584 -3.063
C -3.251 -1.006 2.721
C -1.750 -0.079 1.096
N 1.914 1.748 -0.725
C 3.315 -1.525 -0.810
H -5.322 -1.006 2.179
H 1.732 1.042 2.990
H -3.491 1.175 -1.548
H 1.484 -2.407 1.114
H -3.421 -1.469 3.682
H -0.754 0.188 0.782
H 3.812 -2.738 0.935
H -0.514 -2.144 -3.366
H -1.608 2.636 -2.938
C -1.965 -0.668 2.328
H -1.128 -0.866 2.981
H 4.951 -1.449 0.581
C 2.622 0.751 -0.244
C -0.258 -2.682 -0.053
C -4.317 -0.746 1.878
H -0.268 4.368 -2.097
C 2.568 0.386 1.111
O 3.295 -1.058 2.823
```